<A>
ORCA calculation (ωB97M-V with the def2-TZVPD basis set) on a structure of composition CH7N2.

Structure (ORCA input):
```
! wB97M-V def2-TZVPD RIJCOSX def2/J DEFGRID3
* xyz 1 1
N 1.13136 0.99066 -0.70366
H 0.46988 1.44756 -1.36805
H 1.71495 1.75876 -0.13220
H 0.43949 0.46191 0.25740
H 1.72563 0.56411 -1.36979
C -1.50566 -1.01410 0.49456
N -0.29832 -0.67510 0.81472
H -1.87234 -0.57568 -0.43108
H -2.18613 -1.65265 1.07012
H 0.38113 -1.30548 1.36799
*
```

E_HOMO   -15.44 eV
Kohn-Sham gap   11.255 eV

These are the Mulliken partial charges, in e, on atoms 1 to 2: -0.705 0.352



<B>
ORCA calculation (ωB97M-V with the def2-TZVPD basis set) on a cluster of 2 separate species, CH7N2 in total.

Structure (ORCA input):
```
! wB97M-V def2-TZVPD RIJCOSX def2/J DEFGRID3
* xyz 1 1
N -0.36102 0.95284 1.61117
H 0.54539 0.70472 2.14450
H -0.43683 1.92717 1.32383
H -0.33555 0.35874 0.64010
H -1.04853 0.51342 2.30371
C 0.77153 -0.93846 -1.28236
N -0.28437 -0.25457 -0.83637
H 1.74940 -1.02799 -0.71322
H 0.63876 -1.46697 -2.26266
H -1.22410 -0.26624 -1.16571
*
```

E_HOMO   -15.19 eV
Kohn-Sham gap   11.449 eV

These are the Mulliken partial charges, in e, on atoms 1 to 2: -0.588 0.407



Which of them is most stable, and which least? Most stable: <B>; least stable: <A>.



<A>
ORCA calculation (ωB97M-V with the def2-TZVPD basis set) on an isolated molecule of C5H10S.

Structure (ORCA input):
```
! wB97M-V def2-TZVPD RIJCOSX def2/J DEFGRID3
* xyz 0 1
C 2.79387 -0.02357 0.09930
C 0.06267 0.40883 -0.54259
C -0.70941 1.06576 0.51751
C -1.41797 0.18584 -0.49325
C -1.94029 -1.16555 0.15357
H 3.41445 -0.76196 0.45887
H 3.27601 0.27402 -0.92580
H 2.72523 0.88549 0.69117
H 0.29258 0.97554 -1.40844
H -0.73838 0.70221 1.54446
H -0.70548 2.23743 0.38670
H -2.01086 0.58025 -1.29682
H -2.46916 -1.71332 -0.60070
H -2.63023 -1.01566 0.98341
H -1.13180 -1.79223 0.52396
S 1.18877 -0.84305 -0.09134
*
```

E_HOMO   -8.24 eV
Structure (SMILES)   CS[C@@H]1C[C@@H]1C
Kohn-Sham gap   9.275 eV

These are the Mulliken partial charges, in e, on atoms 1 to 2: -0.859 -0.282



<B>
ORCA calculation (ωB97M-V with the def2-TZVPD basis set) on an isolated molecule of C5H10S.

Structure (ORCA input):
```
! wB97M-V def2-TZVPD RIJCOSX def2/J DEFGRID3
* xyz 0 1
C 0.16592 2.20321 -0.42466
C 0.25126 1.21992 0.71085
C 0.22862 -0.25044 0.30677
C -1.06852 -0.99360 0.38792
C -2.32238 -0.51783 -0.35536
H 0.11455 3.24478 -0.10389
H -0.74463 1.92682 -1.04170
H 0.98547 2.05370 -1.15497
H 1.18338 1.42259 1.26763
H -0.60714 1.42688 1.39037
H -0.81200 -2.06628 0.05974
H -1.30415 -1.04221 1.44579
H -2.18628 -0.36973 -1.43178
H -2.65711 0.48204 -0.06552
H -3.17214 -1.20004 -0.29772
S 1.60442 -0.99038 -0.23882
*
```

E_HOMO   -8.54 eV
Structure (SMILES)   CCC(=S)CC
Kohn-Sham gap   8.455 eV

These are the Mulliken partial charges, in e, on atoms 1 to 2: -1.027 -0.433



<C>
ORCA calculation (ωB97M-V with the def2-TZVPD basis set) on an isolated molecule of C5H10S.

Structure (ORCA input):
```
! wB97M-V def2-TZVPD RIJCOSX def2/J DEFGRID3
* xyz 0 1
C 1.94867 0.44429 -1.40137
C 0.94769 0.16140 -0.26682
C 0.63454 -1.26852 0.04986
C -0.38323 -0.91002 1.13858
C -0.21725 0.99960 -0.33439
H 1.82312 0.06574 -2.55251
H 3.01762 0.04833 -1.00137
H 2.25632 1.46811 -1.72056
H 1.56308 0.45425 0.62506
H 0.03020 -1.62797 -0.75439
H 1.61437 -1.68895 0.33987
H -1.12097 -1.92820 1.59445
H 0.59983 -0.45066 1.88783
H -0.10642 2.01399 -0.04634
H -0.79272 0.93777 -1.42526
S -1.65419 0.25919 0.49613
*
```

E_HOMO   -8.42 eV
Structure (SMILES)   C[C@@H]1CCSC1
Kohn-Sham gap   9.364 eV

These are the Mulliken partial charges, in e, on atoms 1 to 2: -1.351 0.227



Which of them is most stable, and which least? Most stable: <B>; least stable: <C>.



<A>
ORCA calculation (ωB97M-V with the def2-TZVPD basis set) on a structure of composition C10H15F5N3OSSnTe.

Structure (ORCA input):
```
! wB97M-V def2-TZVPD RIJCOSX def2/J DEFGRID3
* xyz 1 1
Sn 0.35033 -0.03174 -0.16741
F -1.72898 -1.19852 -2.77904
Te -1.47260 0.66169 -2.94463
F -3.28010 0.90522 -3.15171
F -1.20199 2.44351 -3.31514
F 0.41874 0.33553 -2.89151
F -1.30666 0.31202 -4.74573
O -1.38491 0.83708 -1.12203
S 0.88122 -2.52583 -0.89989
C 1.55462 -2.48221 -2.50428
N 0.77317 -2.52757 -3.56449
C 1.27823 -2.50665 -4.93764
C 2.65203 -3.15254 -4.96538
C 3.55155 -2.47463 -3.94658
N 2.87134 -2.44153 -2.64914
H -0.21983 -2.54615 -3.39043
H 1.31722 -1.47248 -5.28767
H 0.56745 -3.04689 -5.55925
H 3.08636 -3.06522 -5.95911
H 2.56326 -4.21485 -4.73125
H 3.78995 -1.45324 -4.25090
H 4.48769 -3.01434 -3.81823
H 3.40882 -2.42395 -1.79748
N -1.42773 -1.14972 0.84233
C -1.17898 -1.25373 2.26606
C -1.57381 -0.21882 3.09973
C -1.25190 -0.27853 4.44800
C -0.53889 -1.35683 4.94955
C -0.14769 -2.38370 4.10327
C -0.46252 -2.33599 2.75274
H -2.23833 -0.57264 0.62801
H -1.57191 -2.05864 0.40781
H -2.13438 0.62031 2.70428
H -1.56295 0.52060 5.10642
H -0.29204 -1.39911 6.00105
H 0.40095 -3.22911 4.49455
H -0.16448 -3.14075 2.09033
*
```

E_HOMO   -12.23 eV
Kohn-Sham gap   8.320 eV

These are the Mulliken partial charges, in e, on atoms 1 to 2: 0.863 -0.477



<B>
ORCA calculation (ωB97M-V with the def2-TZVPD basis set) on a structure of composition C10H15F5N3OSSnTe.

Structure (ORCA input):
```
! wB97M-V def2-TZVPD RIJCOSX def2/J DEFGRID3
* xyz 1 1
Sn -0.87726 -0.15542 -0.71439
F -2.62345 -1.50623 -2.12959
Te -2.17759 -3.17010 -1.32980
F -1.00382 -3.44168 -2.72311
F -1.82598 -4.82246 -0.63175
F -3.52008 -2.86653 -0.10698
F -3.46415 -3.89500 -2.40970
O -0.92954 -2.22908 -0.33941
S 1.16698 0.21292 0.85959
C 2.10609 -0.61168 2.05109
N 1.67812 -0.68420 3.30213
C 2.45585 -1.28317 4.39251
C 3.93325 -1.18003 4.06043
C 4.18969 -1.75872 2.68099
N 3.28113 -1.12384 1.71992
H 0.76804 -0.29749 3.49019
H 2.15347 -2.32376 4.52428
H 2.22075 -0.74300 5.30691
H 4.51927 -1.71759 4.80328
H 4.23996 -0.13267 4.08036
H 4.03028 -2.83852 2.67111
H 5.20944 -1.56323 2.35675
H 3.54361 -1.05918 0.75004
N -0.25570 2.52588 -1.19917
C -1.36907 2.69583 -2.06649
C -2.56733 3.20161 -1.57824
C -3.66390 3.30562 -2.42319
C -3.57271 2.89994 -3.74674
C -2.38215 2.36848 -4.22089
C -1.28184 2.25561 -3.38264
H -0.29572 3.13099 -0.38770
H 0.62986 2.69492 -1.66146
H -2.64012 3.52682 -0.54648
H -4.59349 3.70705 -2.04205
H -4.42511 2.99606 -4.40480
H -2.30671 2.03647 -5.24774
H -0.35008 1.84534 -3.75726
*
```

E_HOMO   -11.53 eV
Kohn-Sham gap   7.153 eV

These are the Mulliken partial charges, in e, on atoms 1 to 2: 1.104 -0.529



Which of them is most stable, and which least? Most stable: <A>; least stable: <B>.



<A>
ORCA calculation (ωB97M-V with the def2-TZVPD basis set) on an isolated molecule of CH5N2OP.

Structure (ORCA input):
```
! wB97M-V def2-TZVPD RIJCOSX def2/J DEFGRID3
* xyz 0 1
C -1.28027 0.39876 0.27853
N -1.41546 -0.84174 -0.12753
N 1.90470 -0.58041 0.49281
O -0.23472 1.09362 0.03044
P 1.13867 0.27217 -0.49362
H -1.94091 0.90209 1.02048
H -2.27976 -1.25657 0.28705
H 1.46264 -1.42635 0.77018
H 1.76478 1.53427 -0.47865
H 0.88033 -0.09583 -1.77968
*
```

E_HOMO   -9.76 eV
Structure (SMILES)   [H]/N=C/O[PH2]=N
Kohn-Sham gap   10.644 eV

These are the Mulliken partial charges, in e, on atoms 1 to 2: 0.264 -0.682



<B>
ORCA calculation (ωB97M-V with the def2-TZVPD basis set) on a structure of composition CH5N2OP.

Structure (ORCA input):
```
! wB97M-V def2-TZVPD RIJCOSX def2/J DEFGRID3
* xyz 0 1
C 0.31133 -0.80798 -0.51955
N 0.09546 -0.01486 -1.56429
N 0.71352 0.44692 0.88329
O 0.45718 -1.97635 -0.38593
P -0.69892 1.08735 1.51790
H 0.37578 0.92893 -1.40532
H 0.27497 -0.28643 -2.58085
H 1.20770 -0.26692 1.52371
H -1.38457 -0.02202 2.17869
H -1.35245 0.91138 0.35234
*
```

E_HOMO   -8.40 eV
Kohn-Sham gap   8.828 eV

These are the Mulliken partial charges, in e, on atoms 1 to 2: 0.545 -0.403



Which of them is most stable, and which least? Most stable: <A>; least stable: <B>.



<A>
ORCA calculation (ωB97M-V with the def2-TZVPD basis set) on an isolated molecule of C6H8O2.

Structure (ORCA input):
```
! wB97M-V def2-TZVPD RIJCOSX def2/J DEFGRID3
* xyz 0 1
C -1.95486 -0.49290 -0.01441
C -1.15727 0.75811 0.16044
C 0.18335 0.31135 -0.36889
C 1.53598 0.88889 -0.04406
C 2.36000 -0.27078 -0.03796
C 0.26221 -1.00138 0.12170
H -2.50658 -0.86235 0.94784
H -2.58012 -0.16830 -0.88812
H -1.14209 1.00900 1.15093
H -1.41394 1.79334 -0.29503
H 0.11665 0.42334 -1.54074
H 1.81511 1.95852 -0.30234
H 3.38588 -0.39884 0.19927
H 0.30188 -0.87984 1.26046
O 1.64921 -1.47402 -0.01429
O -0.85540 -1.59412 -0.33481
*
```

E_HOMO   -8.56 eV
Structure (SMILES)   C1=C[C@@H]2CCO[C@H]2O1
Kohn-Sham gap   9.570 eV

These are the Mulliken partial charges, in e, on atoms 1 to 2: -0.299 -0.851



<B>
ORCA calculation (ωB97M-V with the def2-TZVPD basis set) on an isolated molecule of C6H8O2.

Structure (ORCA input):
```
! wB97M-V def2-TZVPD RIJCOSX def2/J DEFGRID3
* xyz 0 1
C -0.28051 0.73075 0.09736
C -0.49617 -1.43536 -0.11873
C -0.99620 -0.33022 0.91616
C 2.17164 -0.16957 0.21663
C 1.22207 0.72067 -0.23200
C -1.02892 -0.24088 -0.86630
H -1.50482 2.33578 0.35570
H 0.62542 -1.53487 -0.14959
H -1.21697 -2.32947 -0.31999
H -1.30545 -0.29830 1.99588
H 1.97546 -1.09481 0.98489
H 3.16620 -0.30916 -0.24732
H 1.71558 1.47455 -0.89056
H -1.32871 0.32027 -1.87626
O -0.61670 2.18490 0.12796
O -2.10194 -0.02427 0.00617
*
```

E_HOMO   -9.17 eV
Kohn-Sham gap   10.190 eV

These are the Mulliken partial charges, in e, on atoms 1 to 2: 0.987 -0.362



Which of them is most stable, and which least? Most stable: <A>; least stable: <B>.



<A>
ORCA calculation (ωB97M-V with the def2-TZVPD basis set) on an isolated molecule of C6H8O2.

Structure (ORCA input):
```
! wB97M-V def2-TZVPD RIJCOSX def2/J DEFGRID3
* xyz 0 1
C 1.04368 -2.14343 0.90347
C 1.13968 1.49446 -0.63945
C 0.91662 -0.79339 0.37111
C -1.07135 0.31613 0.09126
C 0.42296 0.35928 0.01545
C -1.86041 0.46982 -0.96953
O 2.18400 -1.42754 0.47115
O -1.53336 0.24148 1.37301
H -2.49825 0.28010 1.37267
H 0.95253 -2.28230 1.97806
H 0.73635 -2.96889 0.26557
H 0.97771 2.40952 -0.06791
H 2.20353 1.27059 -0.68320
H 0.76447 1.65945 -1.64940
H -1.45046 0.53202 -1.95746
H -2.92769 0.58270 -0.87481
*
```

E_HOMO   -8.66 eV
Structure (SMILES)   C=C(O)/C(C)=C1\CO1
Kohn-Sham gap   9.494 eV

These are the Mulliken partial charges, in e, on atoms 1 to 2: -0.001 -1.160



<B>
ORCA calculation (ωB97M-V with the def2-TZVPD basis set) on an isolated molecule of C6H8O2.

Structure (ORCA input):
```
! wB97M-V def2-TZVPD RIJCOSX def2/J DEFGRID3
* xyz 0 1
C -2.01620 0.08274 -0.39438
C -0.01433 -0.74704 0.07156
C 2.09906 0.02120 -0.46616
C 0.76299 1.16772 -0.26434
C -0.86827 1.21061 -0.05292
C 0.00687 0.55219 0.91060
H -2.98072 0.14030 0.21920
H -1.98229 -0.03164 -1.51166
H -0.16458 -0.34282 -1.16925
H 3.00788 0.51808 0.19717
H 2.39746 -0.30015 -1.40682
H 1.27398 2.11510 0.29895
H -1.20435 2.25509 0.00993
H 0.14983 0.61241 1.91036
O -1.38551 -1.19685 0.08888
O 1.34577 -1.13951 0.23937
*
```

E_HOMO   -8.99 eV
Structure (SMILES)   C1O[C@@H]2OC[C@H]3[C@@H]1[C@@H]23
Kohn-Sham gap   10.031 eV

These are the Mulliken partial charges, in e, on atoms 1 to 2: -0.630 0.103



<C>
ORCA calculation (ωB97M-V with the def2-TZVPD basis set) on a structure of composition C6H8O2.

Structure (ORCA input):
```
! wB97M-V def2-TZVPD RIJCOSX def2/J DEFGRID3
* xyz 0 1
C 0.52761 0.20983 0.52044
C -0.41709 -1.31065 -0.35427
C 0.96677 -1.17001 0.19180
C 1.16022 1.34451 -0.22133
C -1.59078 1.04767 -0.24013
C -2.08945 -0.18456 0.45950
O -1.69704 1.50593 -1.31639
O -2.45871 -0.44572 1.54682
H 0.19705 0.37521 1.53599
H -0.54566 -1.10313 -1.40795
H -1.01502 -2.12150 0.03947
H 1.17650 -1.80679 1.04811
H 1.77006 -1.22859 -0.54246
H 1.00703 1.25529 -1.29985
H 2.24433 1.32192 -0.04695
H 0.76419 2.31060 0.08720
*
```

E_HOMO   -8.15 eV
Kohn-Sham gap   8.663 eV

These are the Mulliken partial charges, in e, on atoms 1 to 2: -0.120 -0.796



Which of them is most stable, and which least? Most stable: <A>; least stable: <B>.